Entry 1:
Formula: C4H10O2
Source: the Open Molecules 2025 dataset
Level of theory: ωB97M-V with the def2-TZVPD basis set

Element x y z (Å)
O  -1.41  0.04  -1.62
C  -1.69  -0.25  -0.18
C  -0.48  -1.08  0.20
C  0.64  -0.41  1.02
C  1.46  0.53  0.15
O  0.62  1.57  -0.34
H  -0.69  0.71  -1.60
H  -1.80  0.71  0.35
H  -2.63  -0.81  -0.15
H  -0.31  -1.03  -0.93
H  -0.68  -2.11  0.52
H  1.33  -1.17  1.40
H  0.29  0.15  1.90
H  1.88  -0.04  -0.69
H  2.29  0.96  0.72
H  1.18  2.24  -0.76

As for the strongest force on any atom: 3.1 eV/Å. As for the SMILES: OCCCCO. Its multiplicity is 1. Its energy relative to the best compared isomer or geometry (same formula, charge and spin) is 181.4 kJ/mol. Its HOMO energy is -0.357 hartree. The gap between HOMO and LUMO is 10.449 eV.

***

Entry 2:
Formula: C3H3NO2
Source: the Open Molecules 2025 dataset
Level of theory: ωB97M-V with the def2-TZVPD basis set

Element x y z (Å)
O  -1.50  1.89  0.52
C  -0.85  0.94  0.27
C  -0.67  -0.81  -0.15
N  0.72  -1.00  -0.25
C  1.38  0.08  -0.05
O  0.77  1.22  0.25
H  -1.12  -1.42  0.64
H  -1.20  -0.96  -1.11
H  2.48  0.06  -0.12

As for the strongest force on any atom: 2.5 eV/Å. As for the SMILES: O=C1CN=CO1. Its multiplicity is 1. Its energy relative to the best compared isomer or geometry (same formula, charge and spin) is 194.7 kJ/mol. Its HOMO energy is -0.376 hartree. The gap between HOMO and LUMO is 11.012 eV.

***

Entry 3:
Formula: C6H12N2O5
Source: the Open Molecules 2025 dataset
Level of theory: ωB97M-V with the def2-TZVPD basis set

Element x y z (Å)
C  1.62  1.47  2.16
C  -1.12  0.26  1.14
C  0.95  -1.18  -0.97
C  -1.37  -1.54  -1.56
C  -0.79  0.45  -0.30
C  0.57  1.90  0.13
N  1.48  1.21  0.93
N  -0.34  -0.60  -1.14
O  -0.66  -0.80  1.78
O  -1.70  1.15  1.75
O  1.00  -2.07  0.16
O  -1.25  -1.84  -2.91
O  -0.17  2.92  0.59
H  2.32  0.87  2.72
H  1.10  2.26  2.69
H  1.68  -0.38  -0.84
H  1.17  -1.76  -1.87
H  -1.29  -2.49  -1.03
H  -2.35  -1.09  -1.33
H  -1.52  1.08  -0.80
H  0.97  2.09  -0.86
H  -0.12  -1.39  1.20
H  1.89  -2.09  0.52
H  -1.30  -1.02  -3.42
H  -0.79  2.61  1.28

As for the strongest force on any atom: 3.2 eV/Å. Its multiplicity is 1. Its energy relative to the best compared isomer or geometry (same formula, charge and spin) is 224.0 kJ/mol. Its HOMO energy is -0.326 hartree. The gap between HOMO and LUMO is 9.388 eV.

***

> gap between HOMO and LUMO of number 1 (C4H10O2)?

10.449 eV